1.
12
Properties=species:S:1:pos:R:3:forces:R:3 method="wB97M-V/def2-TZVPD" homo_ev=-9.83 total_energy_ha=-360.54028 homo_lumo_gap_ev=10.648
O -2.177802 0.871813 -0.027025 -0.14 -0.03 -0.33
C -1.425640 -0.302518 0.125485 -0.19 -0.55 -0.22
C -0.014782 -0.154426 -0.354927 -0.55 -0.30 -0.60
C 1.079992 -0.823396 0.290957 -0.19 0.83 -0.02
C 1.986101 0.177182 0.267970 0.33 0.74 -1.67
O 1.634440 1.113702 -0.759480 0.92 -0.95 2.30
N 0.326160 0.864234 -1.082299 -0.41 -0.03 0.83
H -1.943618 1.263636 -0.877485 -0.03 0.08 0.09
H -1.372329 -0.489935 1.208603 0.00 -0.07 -0.36
H -1.880238 -1.172739 -0.348485 -0.41 -0.13 -0.02
H 1.061373 -1.880365 0.576051 0.12 0.92 0.84
H 2.726341 0.532811 0.980640 0.55 -0.51 -0.83

=====

2.
12
Properties=species:S:1:pos:R:3:forces:R:3 method="wB97M-V/def2-TZVPD" homo_ev=-8.77 total_energy_ha=-360.53374 homo_lumo_gap_ev=7.979
O -2.222903 1.162637 1.061940 0.30 0.27 -0.35
C -1.626793 1.405061 0.055461 -0.54 0.42 0.15
C -0.454146 0.670971 -0.582678 0.00 -0.09 -0.15
O 0.033496 1.174360 -1.567623 -0.09 -0.55 0.70
N 0.051370 -0.468025 0.084727 -0.38 -0.28 0.21
C 1.482724 -0.716017 -0.114400 0.29 -0.19 0.00
C -0.780945 -1.186679 0.847656 0.65 -0.06 -0.55
H -1.785852 2.296763 -0.571569 -0.38 0.19 0.03
H 1.930833 -0.687534 0.881523 0.25 0.04 -0.30
H 1.870022 0.056659 -0.782035 0.17 -0.18 0.28
H 1.651912 -1.695294 -0.570796 -0.12 0.17 0.10
H -0.149718 -2.012902 1.257793 -0.14 0.26 -0.13